A:
Here is a cluster of 16 separate species, H32O16 in total from the Open Molecules 2025 dataset. Energies are from the ωB97M-V functional and the def2-TZVPD basis.

2S+1: 1
Highest occupied orbital energy in eV: -10.3
Charge: 0
HOMO-LUMO gap in eV: 9.4188

Geometry as XYZ:
```
48
Properties=species:S:1:pos:R:3:nbo_charge:R:1
O 1.96 18.08 -28.28 -0.95
H 1.98 18.00 -27.34 0.49
H 2.66 17.51 -28.53 0.44
O 5.89 13.71 -24.37 -0.95
H 5.59 13.42 -25.21 0.47
H 5.55 14.54 -24.27 0.47
O 3.01 18.70 -22.70 -0.97
H 2.57 18.03 -23.16 0.46
H 3.95 18.48 -22.89 0.49
O 6.93 18.22 -27.49 -0.95
H 6.79 17.31 -27.15 0.48
H 7.04 17.93 -28.44 0.45
O 4.06 14.43 -28.22 -0.97
H 4.14 13.64 -28.72 0.49
H 3.84 15.09 -28.88 0.50
O 7.22 16.54 -24.59 -0.95
H 6.51 16.26 -25.14 0.48
H 7.98 16.65 -25.21 0.48
O 5.67 18.34 -23.53 -1.01
H 6.29 17.68 -23.76 0.48
H 5.31 18.68 -24.34 0.49
O 1.82 14.72 -26.70 -0.96
H 2.49 14.56 -27.34 0.48
H 1.96 15.63 -26.46 0.49
O 3.37 13.00 -25.34 -1.00
H 2.77 13.67 -25.67 0.49
H 2.94 12.53 -24.62 0.47
O 6.08 15.72 -26.85 -1.00
H 5.41 15.37 -27.44 0.51
H 6.79 15.05 -26.78 0.50
O 1.48 19.52 -25.84 -0.97
H 2.10 20.21 -25.84 0.48
H 1.65 18.97 -25.08 0.48
O 4.38 19.43 -25.56 -0.96
H 4.10 18.57 -25.87 0.49
H 4.85 19.78 -26.26 0.48
O 3.49 17.02 -26.26 -0.99
H 4.10 16.76 -26.94 0.47
H 3.73 16.50 -25.46 0.51
O 1.14 17.18 -24.15 -0.95
H 0.53 16.80 -24.79 0.48
H 0.46 17.55 -23.63 0.48
O 4.05 16.77 -29.46 -0.96
H 4.94 16.83 -29.77 0.49
H 3.52 16.95 -30.22 0.50
O 4.21 15.80 -24.04 -0.97
H 4.65 16.20 -23.27 0.52
H 3.51 15.24 -23.72 0.50
```

***

B:
Here is a cluster of 16 separate species, H32O16 in total from the Open Molecules 2025 dataset. Energies are from the ωB97M-V functional and the def2-TZVPD basis.

2S+1: 1
Highest occupied orbital energy in eV: -10.5
Charge: 0
HOMO-LUMO gap in eV: 10.1249

Geometry as XYZ:
```
48
Properties=species:S:1:pos:R:3:nbo_charge:R:1
O -2.04 -3.09 0.52 -0.97
H -1.33 -2.81 1.10 0.50
H -1.57 -3.60 -0.15 0.48
O -0.34 -0.05 0.45 -0.98
H -0.94 0.05 -0.24 0.50
H 0.47 0.44 0.30 0.49
O -0.34 -2.36 -2.78 -0.97
H -0.33 -1.41 -2.75 0.50
H 0.50 -2.71 -3.12 0.47
O 3.11 -0.25 0.37 -0.99
H 2.69 -0.58 -0.45 0.50
H 2.66 -0.67 1.11 0.51
O 1.73 -1.37 2.51 -0.95
H 1.41 -0.54 2.88 0.50
H 2.37 -1.68 3.13 0.49
O 2.28 2.15 -0.21 -1.02
H 2.84 2.51 -0.89 0.48
H 2.60 1.25 -0.02 0.51
O -2.78 -0.60 -0.49 -1.01
H -2.47 -1.42 -0.10 0.52
H -3.62 -0.40 -0.11 0.48
O 0.74 -2.67 -0.10 -0.99
H 0.44 -1.81 0.12 0.49
H 0.46 -2.92 -0.98 0.48
O 2.35 1.84 2.56 -0.97
H 2.86 2.39 3.15 0.47
H 2.24 2.24 1.73 0.49
O -0.03 2.86 -1.61 -0.97
H 0.60 2.74 -0.89 0.50
H -0.79 2.96 -1.02 0.48
O -2.15 0.20 2.41 -0.98
H -1.76 -0.03 1.55 0.50
H -2.90 0.74 2.25 0.47
O 2.05 -0.34 -2.08 -0.95
H 2.13 0.57 -2.39 0.48
H 2.74 -0.87 -2.50 0.49
O -0.57 2.81 1.54 -0.92
H -1.49 3.13 1.41 0.47
H -0.10 3.64 1.41 0.46
O -3.68 1.12 -2.41 -0.96
H -3.19 1.80 -2.84 0.46
H -3.04 0.59 -1.95 0.50
O -0.85 0.45 -2.79 -0.97
H -0.40 1.19 -2.41 0.49
H -0.49 0.43 -3.70 0.47
O -0.89 -2.33 2.89 -0.96
H -1.23 -1.46 2.80 0.48
H 0.03 -2.12 2.79 0.48
```

***

Which of them is least stable? Easy: A.